(1)
Density functional theory data (ωB97M-V/def2-TZVPD) for a structure of composition C41H43N4O3SeTeTi.

CARTESIAN COORDINATES (ANGSTROEM)
Te 1.318 -0.470 0.252
Se -3.286 2.912 -0.297
Ti -2.768 0.116 -0.145
O -2.483 0.455 1.750
O -4.404 0.227 -1.066
O -0.526 -1.390 -2.693
N -4.604 -2.445 -0.702
N -1.472 0.093 -1.236
N 0.511 5.561 0.655
N -2.202 -1.979 0.596
C -0.301 5.810 -0.375
C -5.629 -2.137 -0.034
C -6.443 1.414 -0.991
C 0.434 -0.668 4.451
C 3.366 -2.397 1.576
C -3.816 -3.589 -0.339
C 2.073 1.481 -1.984
C 3.911 1.368 1.229
C 4.048 1.466 -5.238
C 2.917 -0.764 -2.362
C 5.482 -1.790 2.604
C -1.978 0.263 -3.621
C 4.532 -2.735 2.269
C -1.239 -0.418 -2.494
C 3.143 -1.065 1.213
C -6.361 -0.886 -0.267
C -5.700 0.247 -0.786
C -1.152 0.960 3.627
C -7.788 1.460 -0.674
C -1.401 5.039 -0.709
C 3.513 -0.319 -3.540
C 6.737 -2.164 3.349
C 2.423 -3.530 1.249
C 1.255 2.477 -1.216
C 2.225 0.152 -1.567
C -0.881 3.663 1.150
C -0.988 -1.197 2.567
C 0.205 4.487 1.387
C 3.016 -2.222 -2.006
C -7.709 -0.806 0.073
C -1.729 3.928 0.073
C -1.379 -2.163 1.559
C 4.097 -0.088 1.558
C 2.674 1.879 -3.175
C -0.165 0.595 4.516
C -8.436 0.352 -0.134
C 3.407 0.999 -3.958
C 0.006 -1.553 3.486
C -1.569 0.083 2.610
C 5.247 -0.469 2.236
C -2.364 -3.131 -0.298
H 0.196 2.205 -1.241
H -1.726 -3.960 0.024
H 2.927 -4.269 0.621
H 5.979 0.290 2.495
H 4.758 2.274 -5.048
H -2.010 5.294 -1.566
H -5.925 2.282 -1.378
H -0.919 -3.149 1.666
H 3.297 1.848 -5.933
H 0.874 4.276 2.217
H 4.582 0.653 -5.730
H 6.758 -3.230 3.575
H 4.750 1.955 1.603
H -3.911 -4.360 -1.109
H 6.810 -1.615 4.290
H 3.833 1.524 0.152
H 2.990 1.748 1.675
H -1.620 1.935 3.675
H 7.625 -1.924 2.761
H -1.071 2.810 1.786
H 4.693 -3.773 2.544
H 1.544 2.509 -0.167
H 1.540 -3.183 0.717
H -8.338 2.379 -0.837
H -2.043 -2.825 -1.296
H -4.115 -4.024 0.628
H 4.056 -1.030 -4.154
H -1.504 0.026 -4.571
H -9.485 0.400 0.127
H 3.421 -2.792 -2.842
H 1.220 -0.944 5.142
H 0.154 1.300 5.274
H 2.558 2.910 -3.496
H -6.003 -2.788 0.773
H 0.452 -2.539 3.411
H -8.186 -1.682 0.500
H -2.029 1.339 -3.454
H -3.005 -0.112 -3.618
H 3.661 -2.375 -1.138
H -0.049 6.682 -0.972
H 2.025 -2.610 -1.762
H 2.108 -4.042 2.161
H 1.361 3.477 -1.636

## Properties
Energy above the lowest of the compared OMol25 structures with the same formula, charge and spin (eV): 0.929
LUMO level (eV): 2.2
Highest occupied orbital energy (Eh): -0.159
Gap between HOMO and LUMO (Eh): 0.239
Spin multiplicity: 1
Charge: -1

---

(2)
Density functional theory data (ωB97M-V/def2-TZVPD) for the molecule C3H7NO2.

CARTESIAN COORDINATES (ANGSTROEM)
O 0.781 -0.417 -0.320
O 0.247 0.606 1.634
N -1.971 -0.646 -1.062
C 1.996 0.323 -0.300
C -0.209 0.000 0.500
C -1.497 -0.181 0.195
H -2.256 0.092 0.926
H -1.212 -0.634 -1.735
H -0.520 0.958 2.104
H 2.583 -0.053 -1.140
H 1.815 1.396 -0.430
H 2.545 0.162 0.633
H -2.302 -1.605 -1.003

## Properties
Energy above the lowest of the compared OMol25 structures with the same formula, charge and spin (eV): 2.172
LUMO level (eV): 0.8
Highest occupied orbital energy (Eh): -0.282
SMILES string: CO/C(O)=C\N
Gap between HOMO and LUMO (Eh): 0.312
Spin multiplicity: 1

---

(3)
Density functional theory data (ωB97M-V/def2-TZVPD) for the molecule C6H3PS.

CARTESIAN COORDINATES (ANGSTROEM)
S -1.076 3.097 0.875
P -0.746 2.772 2.894
C -0.493 1.323 0.146
C 0.624 -3.080 -2.073
C 0.221 -1.004 -0.640
C -0.085 0.217 -0.155
C 0.453 -1.989 -1.308
C 0.725 -4.055 -2.757
H -1.367 3.943 3.411
H 0.568 3.543 3.036
H 1.177 -4.767 -3.429

## Properties
Energy above the lowest of the compared OMol25 structures with the same formula, charge and spin (eV): 0.000
LUMO level (eV): -0.2
Highest occupied orbital energy (Eh): -0.327
SMILES string: C#CC#CC#CSP
Gap between HOMO and LUMO (Eh): 0.321
Spin multiplicity: 1

---

(4)
Density functional theory data (ωB97M-V/def2-TZVPD) for a cluster of 2 separate species, C4H6Cl2N2O2 in total.

CARTESIAN COORDINATES (ANGSTROEM)
Cl 4.291 0.404 0.347
Cl -3.219 -1.331 -0.004
O -3.373 1.375 -0.796
O -1.445 2.117 0.204
N 1.385 -0.582 -0.257
N -0.791 -0.776 0.344
C 1.420 -1.756 -0.663
C 0.421 -0.111 0.657
C -2.322 1.187 -0.259
C -1.835 -0.200 0.057
H 0.545 0.963 0.396
H 0.734 -2.481 -0.234
H -1.711 3.030 0.036
H 2.084 -1.933 -1.476
H 3.192 0.397 -0.163
H 0.623 -0.304 1.811

## Properties
Energy above the lowest of the compared OMol25 structures with the same formula, charge and spin (eV): 1.136
LUMO level (eV): -0.3
Highest occupied orbital energy (Eh): -0.361
SMILES string: C=NC/N=C(/Cl)C(=O)O.Cl
Gap between HOMO and LUMO (Eh): 0.348
Spin multiplicity: 1

---

(5)
Density functional theory data (ωB97M-V/def2-TZVPD) for a structure of composition C43H32AsInN2O6S2Si.

CARTESIAN COORDINATES (ANGSTROEM)
In 1.746 0.327 -0.156
As 0.633 -1.959 3.464
S 2.306 2.507 1.184
S -1.532 2.393 2.845
Si 0.299 0.975 -3.202
O 3.520 -0.711 -0.724
O 0.515 0.169 -1.784
O -1.765 2.604 4.279
O -2.357 1.543 2.049
O 3.537 -2.907 -0.749
O 1.774 -1.838 0.152
N -0.019 1.817 2.446
N 3.026 -1.868 -0.440
C -1.619 -2.464 -4.641
C -2.168 -1.614 2.327
C -1.958 -4.193 1.115
C -2.231 4.041 -1.863
C 0.277 -4.513 2.290
C -0.427 -3.413 7.297
C 1.846 1.365 -4.260
C 2.311 0.416 -5.115
C -1.229 -1.006 -6.537
C 0.614 -5.821 1.896
C 0.454 -1.053 6.176
C 2.567 -5.852 3.361
C -3.115 -3.384 0.929
C -2.190 4.978 -2.966
C -1.175 3.973 2.266
C -1.108 -1.483 -3.780
C 0.184 4.054 1.969
C 0.690 5.313 1.549
C -3.214 -2.094 1.537
C -0.891 0.030 -5.688
C -0.281 -2.291 8.049
C -1.530 2.861 -2.020
C 3.940 1.931 -6.004
C -0.696 2.612 -3.139
C -0.211 6.388 1.360
C -1.406 4.700 -4.091
C -1.019 -3.783 2.017
C 3.313 0.671 -5.996
C -0.659 3.487 -4.183
C 2.336 -4.510 3.605
C -0.658 -0.259 -4.298
C 0.231 -2.221 5.381
C 3.527 2.890 -5.031
C -0.269 -3.422 5.923
C -1.557 -2.275 -5.997
C -1.508 6.199 1.726
C -1.078 -2.450 2.588
C 0.759 2.737 1.855
C -1.995 5.043 2.275
C 1.161 -3.856 3.173
C 2.457 2.621 -4.140
C 1.679 -6.489 2.496
C 0.247 -1.047 7.537
H -2.135 -0.547 2.606
H 3.366 -6.317 3.945
H 0.812 -0.206 5.582
H -0.556 -4.346 7.822
H -0.492 -4.313 5.387
H 0.093 7.432 0.956
H -1.926 -3.112 -6.590
H 4.051 3.820 -4.949
H -1.849 -5.102 0.514
H -1.414 -0.779 -7.602
H -1.635 2.069 -1.312
H 2.965 -4.008 4.376
H 2.065 -0.635 -5.017
H -0.646 -2.317 9.052
H 1.737 5.316 1.207
H 4.839 2.218 -6.563
H -2.859 4.259 -0.984
H 0.141 -6.312 1.072
H -2.811 5.914 -2.817
H 0.059 3.410 -4.999
H -4.013 -1.402 1.257
H -2.909 5.070 2.900
H -0.614 0.987 -6.081
H 1.783 -7.549 2.212
H -2.228 7.016 1.592
H 0.478 -0.204 8.201
H -3.771 -3.736 0.110
H 3.726 -0.013 -6.729
H -1.052 -1.788 -2.773
H -2.029 -3.389 -4.182
H -1.378 5.262 -5.017
H 2.119 3.434 -3.493

## Properties
LUMO level (eV): -1.8
Highest occupied orbital energy (Eh): -0.299
Gap between HOMO and LUMO (Eh): 0.233
Spin multiplicity: 1

---

(6)
Density functional theory data (ωB97M-V/def2-TZVPD) for a structure of composition C5H13N.

CARTESIAN COORDINATES (ANGSTROEM)
N -0.621 -2.287 2.272
C -1.178 1.756 -2.988
C -0.162 -2.191 0.763
C 1.005 -1.372 0.613
C 1.346 0.040 1.265
C 0.182 1.122 0.851
H 0.688 1.947 0.488
H -0.349 1.062 -2.610
H -1.823 0.901 -3.911
H -0.506 -2.813 -0.136
H -0.391 -1.323 2.116
H -0.535 1.480 1.535
H 1.472 0.338 2.213
H -0.535 0.936 0.011
H 2.303 0.430 0.684
H -1.529 2.535 -3.562
H -1.901 1.542 -2.216
H 2.583 -1.418 -0.326
H -0.050 -2.684 2.940

## Properties
Energy above the lowest of the compared OMol25 structures with the same formula, charge and spin (eV): 10.551
LUMO level (eV): -0.5
Highest occupied orbital energy (Eh): -0.315
Gap between HOMO and LUMO (Eh): 0.296
Spin multiplicity: 1

---

(7)
Density functional theory data (ωB97M-V/def2-TZVPD) for a structure of composition C5H10O2.

CARTESIAN COORDINATES (ANGSTROEM)
O -1.111 -1.800 0.520
O 0.756 0.898 -0.350
C 0.080 -1.323 1.105
C 0.296 -0.403 -0.351
C -1.978 0.495 0.237
C 2.121 1.070 -0.679
C -1.193 -0.655 -0.354
H -1.891 1.365 -0.421
H 1.035 -1.502 0.673
H 0.816 -0.986 -1.157
H -3.024 0.198 0.313
H -1.601 -0.964 -1.312
H -1.619 0.791 1.229
H 2.791 0.665 0.094
H -0.095 -0.612 1.904
H 2.288 2.147 -0.761
H 2.371 0.600 -1.644

## Properties
Energy above the lowest of the compared OMol25 structures with the same formula, charge and spin (eV): 4.837
LUMO level (eV): 0.9
Highest occupied orbital energy (Eh): -0.309
Gap between HOMO and LUMO (Eh): 0.343
Spin multiplicity: 1

---

(8)
Density functional theory data (ωB97M-V/def2-TZVPD) for a cluster of 3 separate species, C27H28NO5S in total.

CARTESIAN COORDINATES (ANGSTROEM)
S 0.368 -5.177 -0.454
O -2.131 -3.131 -1.168
O 1.219 -0.525 1.044
O -1.995 -4.060 -3.213
O 0.907 -2.119 -0.486
O -0.257 0.898 -0.955
N -1.457 -0.711 -2.045
C 0.406 -1.875 -2.883
C 0.534 5.231 -0.873
C -2.332 -2.881 2.448
C 0.831 -1.222 -1.592
C -1.829 -3.143 -2.369
C 1.785 2.326 2.458
C 0.092 4.033 2.509
C 2.468 2.972 3.480
C 0.778 -5.287 -2.214
C -0.139 -2.380 1.627
C -1.748 4.526 -0.619
C 1.756 -4.185 -2.648
C -0.421 4.223 -0.892
C 1.180 -3.049 -3.501
C 0.729 -1.566 0.730
C -2.121 5.833 -0.337
C -0.400 -4.083 3.299
C -1.138 -1.880 -2.923
C -0.328 -0.186 -1.470
C 0.163 6.538 -0.588
C 0.598 2.857 1.973
C 1.959 4.146 4.022
C -1.166 6.841 -0.323
C -1.770 -3.836 3.290
C 0.771 4.676 3.536
C -1.510 -2.137 1.605
C 0.427 -3.346 2.456
H -0.093 -5.287 -2.863
H 2.490 4.649 4.822
H 0.911 7.322 -0.570
H -3.157 6.067 -0.125
H 1.763 -0.689 -1.760
H -1.921 -1.393 0.945
H -0.135 3.203 -1.109
H 0.023 -4.841 3.937
H -0.609 -6.090 -0.403
H 2.457 -4.691 -3.313
H 2.036 -2.606 -4.012
H -1.426 -1.694 -3.950
H 0.374 5.591 3.958
H -2.408 -4.409 3.949
H 1.570 4.994 -1.076
H 0.073 2.349 1.173
H -3.395 -2.711 2.437
H -1.872 0.013 -2.624
H 2.169 1.411 2.031
H 1.277 -6.242 -2.357
H -0.830 4.450 2.122
H -2.490 3.738 -0.625
H 0.560 -3.478 -4.284
H -1.456 7.861 -0.104
H 0.622 -1.055 -3.580
H 3.396 2.560 3.856
H 2.354 -3.833 -1.813
H 1.492 -3.506 2.414

## Properties
LUMO level (eV): 2.7
Highest occupied orbital energy (Eh): -0.183
Gap between HOMO and LUMO (Eh): 0.283
Spin multiplicity: 1
Charge: -1

---

(9)
Density functional theory data (ωB97M-V/def2-TZVPD) for the ion C5H3F7NO2 with charge -1.

CARTESIAN COORDINATES (ANGSTROEM)
F -2.098 1.488 1.319
F -1.641 1.618 -0.865
F -0.213 -0.499 1.619
F -3.735 0.103 -0.515
F 0.502 1.546 1.071
F -2.137 -1.324 -0.868
F -2.914 -1.045 1.142
O 3.189 0.782 -1.304
O 3.791 -0.102 0.669
N 0.485 -0.126 -0.585
C 1.737 -0.877 -0.342
C -2.569 -0.406 0.010
C -1.599 0.807 0.227
C -0.111 0.394 0.595
C 3.028 0.037 -0.321
H 0.693 0.695 -1.168
H 1.719 -1.540 0.545
H 1.872 -1.552 -1.227

## Properties
Energy above the lowest of the compared OMol25 structures with the same formula, charge and spin (eV): 0.066
LUMO level (eV): 3.3
Highest occupied orbital energy (Eh): -0.162
SMILES string: O=C([O-])CNC(F)(F)C(F)(F)C(F)(F)F
Gap between HOMO and LUMO (Eh): 0.282
Spin multiplicity: 1
Charge: -1

---

(10)
Density functional theory data (ωB97M-V/def2-TZVPD) for the molecule C4H7NO.

CARTESIAN COORDINATES (ANGSTROEM)
O 2.118 1.215 -0.179
N -0.959 0.398 -0.924
C 0.057 -0.037 0.040
C 1.128 0.946 0.462
C 0.136 -0.420 -1.401
C -0.673 -0.773 1.157
H -1.650 -0.289 1.261
H -0.864 -1.820 0.913
H -0.866 1.377 -1.153
H -0.097 -1.427 -1.736
H -0.163 -0.713 2.121
H 0.883 0.099 -1.997
H 0.950 1.443 1.436

## Properties
Energy above the lowest of the compared OMol25 structures with the same formula, charge and spin (eV): 2.299
LUMO level (eV): 0.8
Highest occupied orbital energy (Eh): -0.358
SMILES string: C[C@@]1(C=O)CN1
Gap between HOMO and LUMO (Eh): 0.389
Spin multiplicity: 1

---

(11)
Density functional theory data (ωB97M-V/def2-TZVPD) for a structure of composition C48H53AuBrN7O3.

CARTESIAN COORDINATES (ANGSTROEM)
Au -0.396 0.506 1.185
Br 5.739 0.970 5.321
O -3.925 2.077 -4.187
O 0.515 -0.515 2.736
O 2.723 -0.447 1.257
N -2.941 -0.693 1.161
N -1.417 1.651 -0.266
N -0.662 -0.328 5.049
N -2.851 0.084 -4.485
N -4.612 0.363 -2.861
N 0.399 0.456 6.766
N -1.236 -1.613 -0.215
C -3.945 -2.135 -4.421
C 4.088 0.521 4.536
C -3.402 -2.548 -0.394
C -2.499 -3.518 -0.449
C 0.935 2.271 -2.081
C -1.477 5.370 -0.278
C 2.954 0.476 5.291
C -2.802 -1.348 -4.453
C 0.260 -4.104 1.205
C 0.333 0.987 -2.661
C 0.149 -3.628 -0.256
C -0.474 5.659 -1.185
C 3.913 -0.618 0.496
C 4.047 0.221 3.168
C -1.593 -0.255 6.080
C -1.548 0.458 8.400
C -1.156 -2.883 -0.338
C -2.652 -1.234 -0.169
C -2.270 1.223 -1.098
C -3.574 -0.383 7.352
C -1.038 3.042 -0.521
C 2.858 -0.125 2.567
C -0.916 0.249 7.183
C -2.927 3.878 1.080
C -1.786 4.061 0.081
C 1.730 0.139 4.678
C -3.730 0.925 -3.937
C -1.443 -3.317 -4.572
C -5.304 -0.168 0.606
C -4.294 0.019 -1.656
C 0.529 0.095 5.478
C -4.223 3.405 0.414
C 0.156 -4.837 -1.195
C -4.100 -0.280 1.459
C 1.315 -2.696 -0.582
C 1.651 -0.165 3.309
C -2.939 -0.587 6.142
C 0.251 4.625 -1.744
C -2.454 -5.628 -4.600
C -2.590 3.045 2.317
C -1.548 -1.937 -4.523
C 2.103 1.956 -1.141
C -2.572 -4.132 -4.513
C -2.851 -0.176 -1.269
C -5.401 -0.063 -0.721
C -2.891 0.132 8.462
C -3.818 -3.516 -4.429
C -0.003 3.290 -1.433
H -2.692 -4.576 -0.554
H 1.264 -2.356 -1.621
H 4.579 -1.339 0.974
H -2.545 -5.953 -5.639
H 1.042 4.846 -2.451
H -3.426 0.274 9.391
H -3.460 -1.002 5.289
H 2.875 1.393 -1.672
H 1.359 2.806 -2.932
H -2.613 1.928 -1.862
H -1.769 3.496 2.877
H 3.017 0.685 6.351
H -0.462 -3.767 -4.665
H -0.262 6.685 -1.457
H -0.665 -5.530 -0.998
H -4.438 3.974 -0.491
H -4.164 2.344 0.146
H -6.238 -0.113 1.157
H 1.149 0.806 7.338
H -4.248 0.056 2.484
H 2.257 -3.232 -0.446
H 0.104 -4.525 -2.237
H -3.242 -6.124 -4.033
H -0.580 -4.740 1.492
H 0.303 -3.247 1.881
H -6.390 0.066 -1.149
H -0.590 1.193 -3.217
H 1.320 -1.821 0.070
H 1.782 1.358 -0.287
H 2.552 2.876 -0.765
H 1.045 0.548 -3.364
H -2.232 0.546 -5.139
H 3.599 -0.998 -0.473
H -0.734 -0.632 4.078
H 4.438 0.330 0.357
H -2.300 2.024 2.072
H -1.021 0.849 9.260
H -0.658 -1.319 -4.563
H -2.332 -0.577 -2.148
H -3.122 4.888 1.445
H -4.933 -1.694 -4.442
H -5.068 3.522 1.096
H -4.622 -0.634 7.451
H -2.045 6.177 0.170
H -3.459 2.999 2.979
H 1.086 -5.392 -1.057
H 1.175 -4.687 1.323
H -4.474 -2.669 -0.426
H -4.714 -4.126 -4.412
H 0.127 0.230 -1.902
H -1.489 -5.976 -4.232
H 4.964 0.255 2.598
H -5.578 0.640 -3.020

## Properties
Energy above the lowest of the compared OMol25 structures with the same formula, charge and spin (eV): 0.000
LUMO level (eV): -7.2
Highest occupied orbital energy (Eh): -0.439
Gap between HOMO and LUMO (Eh): 0.174
Spin multiplicity: 1
Charge: +2

---

(12)
Density functional theory data (ωB97M-V/def2-TZVPD) for the ion C2HF2O4S with charge -1.

CARTESIAN COORDINATES (ANGSTROEM)
S -0.182 0.233 1.560
F -0.310 -0.340 -2.594
F 0.310 -1.964 -0.409
O 1.298 0.152 -0.981
O 0.785 -0.199 2.536
O -1.540 -0.196 1.713
O -0.144 1.556 1.005
C -0.001 0.262 -1.398
C 0.320 -0.575 -0.304
H -0.537 1.070 -1.127

## Properties
Energy above the lowest of the compared OMol25 structures with the same formula, charge and spin (eV): 1.748
LUMO level (eV): 4.0
Highest occupied orbital energy (Eh): -0.205
SMILES string: O=S(=O)([O-])[C@]1(F)O[C@H]1F
Gap between HOMO and LUMO (Eh): 0.353
Spin multiplicity: 1
Charge: -1

---

Q: What is the gap between HOMO and LUMO in the first record?
A: 0.239 Eh